[1]
39
Properties=species:S:1:pos:R:3:nbo_charge:R:1 method="wB97M-V/def2-TZVPD" e_tot_ev=-163605.71291 largest_force_ev_per_a=0.2 homo_energy_ev="-8.3 / -8.3" relative_energy_ev=0.000 orbital_gap_ha="0.1476 / 0.1477"
Tc -0.2239 0.5939 0.1298 0.830
O 5.2680 -1.4534 3.8912 -0.714
C 4.6292 -0.4150 4.1054 0.726
O 4.7040 0.4791 4.9563 -0.704
C 3.4772 -0.1848 3.0774 0.017
C 3.2640 -1.0920 2.0440 -0.204
C 2.2502 -0.8742 1.1396 0.052
N 1.4598 0.2029 1.2511 -0.401
C 1.6412 1.0873 2.2540 0.054
C 2.6384 0.9269 3.1809 -0.159
C 0.6481 2.1985 2.2750 0.741
O 0.6256 3.0937 3.0569 -0.470
O -0.2891 2.0871 1.2848 -0.559
H 3.9167 -1.9527 1.9819 0.276
H 2.0455 -1.5348 0.3069 0.224
H 2.7859 1.6317 3.9888 0.289
O -3.1440 -0.2440 2.5940 -0.847
S -2.3969 -0.4960 1.4220 2.408
O -2.3364 0.6035 0.3987 -0.870
O -0.9293 -0.7484 1.6212 -0.849
C -3.1702 -1.8433 0.5698 -0.368
C -4.1071 -2.5486 1.3032 -0.145
C -4.8625 -3.5494 0.7004 -0.164
C -4.6957 -3.8313 -0.6395 -0.172
C -3.7508 -3.1354 -1.3860 -0.170
C -2.9888 -2.1463 -0.7907 -0.254
S -1.7125 -1.4761 -1.8161 2.411
O -2.2179 -0.0430 -2.2613 -0.843
O -1.5751 -2.3046 -2.9494 -0.840
O -0.5500 -1.2678 -0.9498 -0.896
H -4.2555 -2.2960 2.3432 0.263
H -5.5873 -4.0945 1.2889 0.240
H -5.2877 -4.5993 -1.1174 0.240
H -3.5887 -3.3726 -2.4274 0.261
S 0.7085 3.5170 -3.6144 -0.441
As 0.5914 1.5248 -3.2758 0.895
S 1.5032 1.0801 -1.2010 0.052
S -1.3937 1.3979 -1.8606 0.537
S 0.6508 -0.1827 -4.3647 -0.448

[2]
76
Properties=species:S:1:pos:R:3:lowdin_charge:R:1 method="wB97M-V/def2-TZVPD" e_tot_ev=-126799.27949 largest_force_ev_per_a=4.9 homo_energy_ev="-12.4 / -12.4" charge=+2 orbital_gap_ha="0.1696 / 0.1685"
Hf 0.9377 -0.2960 1.2057 1.114
C 2.4255 1.9725 -1.0386 -0.120
C 1.1184 2.2456 -1.2084 -0.120
C 0.4072 2.3048 -2.5311 -0.162
C 0.8141 1.2399 -3.5697 -0.159
C 1.1211 -0.1314 -3.0172 -0.119
C 2.3024 -0.5958 -2.5829 -0.131
C 3.5691 0.1589 -2.4248 -0.159
C 3.3947 1.6659 -2.1100 -0.167
C -0.8174 -0.6283 2.5545 -0.313
H 2.9366 2.2108 -0.0950 0.101
H 0.5569 2.7688 -0.4131 0.079
H 0.5860 3.3049 -2.9690 0.142
H -0.6817 2.2494 -2.3762 0.097
H -0.0597 1.1079 -4.2306 0.124
H 1.6223 1.6211 -4.2150 0.120
H 0.2684 -0.8296 -3.1480 0.123
H 2.4497 -1.6741 -2.5156 0.081
H 4.1630 0.0756 -3.3511 0.138
H 4.1754 -0.3031 -1.6298 0.117
H 4.3641 2.0140 -1.7292 0.126
H 3.1970 2.2332 -3.0274 0.121
H -0.4829 -0.9590 3.5456 0.020
H -1.4152 -1.4767 2.1343 -0.012
H -1.5853 0.1677 2.7353 -0.011
P -1.0874 1.5132 1.2130 1.033
P -0.8836 -2.4932 0.2204 1.040
C -1.1798 0.4406 -0.2120 -0.313
C -0.4888 -0.8285 -0.4569 -0.527
C -2.4021 2.7166 1.2895 -0.369
C -2.5943 3.6047 0.2098 -0.074
C -3.6511 4.5169 0.2416 -0.046
C -4.5164 4.5732 1.3371 -0.028
C -4.2722 3.7480 2.4414 -0.045
C -3.2176 2.8358 2.4400 -0.067
C 0.4709 2.2733 1.8654 -0.321
C 1.7824 1.6254 1.8589 -0.329
C 2.8957 2.1910 2.5848 -0.016
C 2.7542 3.4592 3.1396 -0.017
C 1.5349 4.1509 3.0242 0.002
C 0.4255 3.5741 2.4023 -0.038
C -2.1732 -3.4690 -0.5159 -0.374
C -3.4816 -2.9418 -0.6199 -0.090
C -4.4916 -3.7468 -1.1323 -0.069
C -4.2273 -5.0549 -1.5494 -0.048
C -2.9305 -5.5627 -1.4482 -0.058
C -1.9025 -4.7870 -0.9287 -0.077
C 0.6772 -3.4284 0.2925 -0.449
C 1.0205 -4.2492 1.3952 -0.146
C 2.3245 -4.6985 1.5163 -0.122
C 3.2871 -4.3590 0.5697 -0.070
C 2.9228 -3.6504 -0.5785 -0.068
C 1.5884 -3.2802 -0.7668 -0.120
H -2.0458 0.6783 -0.8556 0.104
H 0.2842 -0.8549 -1.2336 0.004
H -1.8989 3.5917 -0.6311 0.102
H -3.7928 5.1961 -0.5972 0.122
H -5.3547 5.2705 1.3426 0.126
H -4.9046 3.8381 3.3278 0.125
H -2.9984 2.2240 3.3194 0.116
H 2.1233 1.0968 0.8432 0.052
H 3.8332 1.6218 2.6481 0.136
H 3.6029 3.9311 3.6533 0.136
H 1.4613 5.1715 3.4148 0.137
H -0.4858 4.1535 2.2668 0.119
H -3.6549 -1.9007 -0.3253 0.103
H -5.4972 -3.3453 -1.2391 0.114
H -5.0251 -5.6675 -1.9623 0.118
H -2.7115 -6.5638 -1.7971 0.115
H -0.8775 -5.1529 -0.8667 0.104
H 0.2569 -4.4544 2.1453 0.124
H 2.6061 -5.3056 2.3675 0.121
H 4.3141 -4.6882 0.6924 0.121
H 3.6716 -3.4094 -1.3375 0.115
H 1.2095 -2.8662 -1.7146 0.101
Br 2.3325 -1.6850 2.7131 0.358

[3]
24
Properties=species:S:1:pos:R:3:nbo_charge:R:1 method="wB97M-V/def2-TZVPD" e_tot_ev=-59259.89038 largest_force_ev_per_a=3.0 homo_energy_ev=-7.3 orbital_gap_ha=0.2468
O 0.2872 -1.0019 1.9390 -0.477
C -0.1019 -0.9290 0.6860 1.022
O 0.6548 -1.0944 -0.2589 -0.716
O -1.4051 -1.0237 0.5412 -0.517
C -2.1118 0.0169 -0.1641 -0.074
C 1.6944 -1.0151 2.2416 -0.080
H 1.9083 -1.5908 3.1522 0.197
H 2.3090 -1.4282 1.4302 0.207
C 2.1143 0.4138 2.4805 -0.629
H 2.0529 0.9569 1.5281 0.219
H 1.4180 0.8692 3.1970 0.216
H 3.1424 0.4238 2.8651 0.220
C -3.5912 -0.1951 0.0383 -0.625
H -1.9033 -0.0276 -1.2406 0.206
H -1.8505 1.0168 0.2043 0.183
H -3.9479 -0.9594 -0.6646 0.213
H -4.1106 0.7468 -0.1840 0.222
H -3.8118 -0.4796 1.0754 0.221
Cu 0.6638 -1.6658 -2.4540 0.879
O 0.5956 0.2399 -3.2972 -1.042
C 1.3282 1.4040 -3.2879 -0.205
H 0.6909 2.3059 -3.4222 0.127
H 1.8668 1.5602 -2.3239 0.111
H 2.1075 1.4560 -4.0816 0.122

[4]
20
Properties=species:S:1:pos:R:3:nbo_charge:R:1 method="wB97M-V/def2-TZVPD" e_tot_ev=-7922.16339 smiles="CCC/C=C(/C)N" largest_force_ev_per_a=2.7 homo_energy_ev=-7.7 relative_energy_ev=0.670 orbital_gap_ha=0.3213
C 2.0044 0.9784 1.6038 -0.624
C 2.1512 0.7204 0.1344 -0.391
C 0.8009 0.6773 -0.5830 -0.429
N -2.0879 0.2957 -1.4104 -0.825
C -1.4194 -0.4976 -0.5053 0.206
C -0.1231 -0.4506 -0.1706 -0.329
C -2.2521 -1.6581 0.0370 -0.650
H 1.4259 0.1406 2.0472 0.206
H 2.8911 1.0381 2.2314 0.212
H 1.2700 1.7332 1.9065 0.208
H 2.7053 1.5423 -0.3319 0.200
H 2.6715 -0.2328 0.0173 0.199
H 1.0034 0.5494 -1.6561 0.194
H 0.2707 1.6336 -0.5268 0.199
H -1.4998 0.8975 -1.9612 0.384
H -2.9288 -0.0695 -1.8093 0.389
H 0.3622 -1.3466 0.1933 0.203
H -2.9140 -2.2177 -0.6238 0.205
H -2.8199 -1.3974 0.9354 0.220
H -1.5115 -2.3362 0.4723 0.222